# 1
51
Properties=species:S:1:pos:R:3:forces:R:3 method="wB97M-V/def2-TZVPD" multiplicity=4 s_squared=3.78 homo_lumo_gap_ev="7.08 / 6.05" charge=+1 homo_ev="-11.282 / -11.418" energy_ha=-2842.04479
Tc -0.196082 0.987086 0.535937 -0.92 -2.01 -1.87
O 1.757919 0.995066 3.861717 -0.21 -0.04 -0.09
S 0.776452 1.306601 2.884993 1.51 0.15 2.30
O 1.268456 1.999306 1.652956 -0.01 -0.04 -0.45
O 0.108669 0.070521 2.332921 -0.33 -0.12 0.14
C -0.219011 2.643207 3.553317 0.27 0.02 -0.06
C 0.027172 2.970899 4.873587 -0.05 -0.31 -0.15
C -0.370194 4.208231 5.366004 -0.13 0.16 -0.09
C -0.996487 5.121460 4.534108 0.17 -0.09 0.29
C -1.267540 4.790589 3.212346 0.12 -0.08 -0.33
C -0.853770 3.570613 2.711528 -0.23 -0.15 -0.04
S -1.603009 3.028421 1.181094 -1.97 1.90 0.39
O -1.906505 1.621659 1.556256 0.06 -0.38 -0.21
O -2.708327 3.881885 0.932444 0.25 -0.03 -0.06
O -0.721201 2.867843 -0.042600 0.26 0.24 -0.01
H 0.549993 2.260110 5.497679 0.07 0.07 0.02
H -0.161262 4.454259 6.397516 -0.05 0.03 0.01
H -1.288007 6.088915 4.918147 -0.04 0.01 -0.03
H -1.809869 5.464452 2.563857 -0.04 0.01 0.04
C 2.873549 1.695199 -0.988266 -0.24 0.00 0.08
P 1.801546 0.287314 -0.597288 0.99 -0.44 -0.46
C 1.695073 -0.691294 -2.121595 -0.21 0.18 0.05
C 2.683378 -0.759609 0.582788 -0.21 0.00 -0.01
C 3.740651 -0.289204 1.354762 0.02 0.04 -0.11
C 4.381654 -1.150330 2.231252 0.04 0.01 0.09
C 3.956530 -2.463871 2.358448 -0.03 0.02 -0.01
C 2.880767 -2.926006 1.611536 -0.05 -0.03 -0.02
C 2.235334 -2.073911 0.733639 0.03 0.12 -0.04
H 2.892225 2.370580 -0.136117 0.07 0.06 -0.04
H 2.455979 2.215632 -1.849981 0.03 0.04 0.01
H 3.882475 1.354388 -1.216829 -0.02 -0.07 -0.03
H 2.690246 -1.044242 -2.388572 0.03 0.02 0.05
H 1.297723 -0.067877 -2.922679 -0.02 0.00 0.01
H 1.026345 -1.539130 -1.988067 0.03 -0.02 0.00
H 4.066694 0.740131 1.278782 0.04 -0.01 -0.02
H 5.215644 -0.792437 2.819460 -0.02 0.02 0.02
H 4.453208 -3.126989 3.053505 0.03 -0.01 -0.02
H 2.546989 -3.949903 1.710257 -0.02 0.01 0.04
H 1.374155 -2.413992 0.170137 0.04 -0.13 0.00
S -1.401820 -0.610319 -0.758449 0.82 0.73 0.63
C -3.130959 -0.315781 -0.532919 -0.29 0.13 0.00
C -3.932054 -1.382855 -0.131367 0.23 0.08 0.03
C -5.289738 -1.182408 0.055793 -0.04 0.01 0.05
C -5.846847 0.071892 -0.148493 0.00 -0.02 0.01
C -5.051036 1.125121 -0.578055 -0.05 0.02 0.02
C -3.698031 0.930902 -0.786878 0.12 -0.15 -0.06
H -3.482101 -2.350564 0.046249 -0.04 -0.03 0.02
H -5.911131 -2.005471 0.381641 0.00 -0.01 -0.02
H -6.902739 0.226242 0.026836 -0.01 0.01 -0.03
H -5.480072 2.104380 -0.743265 -0.02 -0.02 -0.04
H -3.081533 1.734288 -1.163172 0.03 0.11 0.02

# 2
54
Properties=species:S:1:pos:R:3:forces:R:3 method="wB97M-V/def2-TZVPD" multiplicity=3 s_squared=2.01 homo_lumo_gap_ev="8.52 / 6.38" charge=+1 homo_ev="-11.948 / -12.510" energy_ha=-4656.60280
Au -1.494770 -0.397795 0.359601 0.49 -0.15 -0.21
O -0.484268 -5.215461 -2.692724 0.21 -0.36 -0.28
C 0.555743 -4.897193 -1.965294 0.13 0.01 0.12
O 1.654984 -5.360078 -2.123292 -0.04 0.02 0.01
C 0.331496 -3.879121 -0.883675 0.05 0.01 -0.03
C 1.257723 -3.544498 0.101006 -0.19 0.05 -0.10
Cl 2.769045 -4.203927 0.438886 -0.01 -0.08 0.04
N 0.739123 -2.547858 0.852005 -0.01 -0.07 -0.12
N -0.496306 -2.235859 0.396288 0.03 0.05 -0.10
C -0.746537 -3.019171 -0.651898 -0.01 -0.08 0.10
C -2.075812 -2.820597 -1.359510 0.30 -0.26 0.07
O -2.458308 -3.704725 -2.118282 -0.19 0.32 0.04
O -2.667283 -1.736268 -1.074072 -0.36 0.40 0.18
C 1.234299 -1.954890 2.049225 0.11 0.25 0.24
C 0.400267 -1.903154 3.157775 -0.04 -0.01 -0.09
C 0.850658 -1.284090 4.311882 0.05 0.03 0.02
C 2.121300 -0.720241 4.355010 -0.11 0.00 0.03
C 2.948397 -0.783504 3.245845 0.04 -0.03 -0.05
C 2.511431 -1.402995 2.082470 -0.05 -0.06 -0.10
H -1.314042 -4.714384 -2.463812 -0.11 0.11 0.07
H -0.585819 -2.345978 3.107325 0.01 -0.03 0.04
H 0.215822 -1.255756 5.187119 -0.02 0.02 -0.02
H 2.460978 -0.234105 5.259438 0.03 -0.02 0.00
H 3.940012 -0.352960 3.280342 0.00 -0.01 0.00
H 3.161360 -1.484135 1.220319 -0.04 0.06 0.01
C 2.110247 2.470317 -2.251002 -0.13 -0.30 0.15
Si 1.682528 0.692965 -1.838881 -0.07 -0.01 0.12
C 0.257791 -0.032263 -2.814125 0.29 0.11 0.10
C 3.198759 -0.396108 -1.650299 -0.31 0.14 0.00
Se 0.891032 0.914952 0.430038 -0.17 -0.04 0.02
H 2.573170 2.511769 -3.239381 0.00 0.00 -0.01
H 2.818497 2.868306 -1.522983 0.04 -0.02 -0.04
H 1.233617 3.119898 -2.255280 -0.02 -0.04 -0.04
H 0.475055 0.028219 -3.883314 0.00 -0.02 -0.01
H -0.668744 0.515365 -2.632745 0.02 0.03 -0.01
H 0.088599 -1.081984 -2.567336 0.04 0.01 0.01
H 3.782004 -0.379397 -2.573401 -0.02 0.00 -0.03
H 2.941799 -1.435750 -1.437955 -0.03 0.00 -0.01
H 3.834755 -0.018535 -0.847845 0.03 0.01 -0.03
N -1.387015 5.113429 2.030494 0.16 0.05 0.10
C -1.713814 4.969433 0.726638 -0.14 0.05 -0.04
O -1.368009 5.727218 -0.152693 -0.09 -0.02 0.08
C -2.517665 3.745136 0.366596 0.10 -0.23 -0.05
C -3.574997 3.828499 -0.534215 0.00 0.03 0.00
C -4.183925 2.664026 -0.966758 0.02 0.10 0.06
C -3.664282 1.445239 -0.567867 -0.08 -0.16 -0.10
N -2.620469 1.363573 0.265698 0.16 0.02 0.00
C -2.090654 2.493021 0.762417 -0.15 0.27 0.07
H -0.864461 5.934348 2.292764 0.00 -0.01 -0.02
H -1.773611 4.546377 2.763467 -0.11 0.00 -0.06
H -3.903723 4.798245 -0.885025 0.02 0.00 -0.02
H -5.026597 2.693431 -1.641793 0.00 -0.05 0.00
H -4.065071 0.507705 -0.932394 0.06 -0.03 -0.02
H -1.294307 2.391307 1.485203 0.12 -0.09 -0.08

# 3
72
Properties=species:S:1:pos:R:3:forces:R:3 method="wB97M-V/def2-TZVPD" homo_lumo_gap_ev=6.95 charge=-2 homo_ev=-3.211 relative_energy_kcal_mol=0.0 energy_ha=-3630.62185
Na 0.061964 -0.187102 -0.910772 0.03 0.07 -0.09
C -4.198515 -1.210578 -2.797879 -0.02 0.02 -0.01
C -2.890166 -1.557288 -2.421203 0.00 -0.01 0.03
N -2.290554 -0.552345 -1.801168 0.05 -0.08 -0.05
N -3.181165 0.453566 -1.764053 0.00 0.03 0.02
C -4.333828 0.089172 -2.356414 0.00 0.01 0.03
B -2.833646 1.828340 -1.155039 0.03 0.01 -0.01
N -1.719735 2.499282 -2.010346 0.03 -0.03 0.05
C -1.851760 3.592486 -2.780890 -0.01 -0.02 -0.01
C -0.679208 3.772860 -3.489045 -0.03 -0.02 0.01
C 0.129478 2.702469 -3.075871 0.00 0.01 -0.01
N -0.502605 1.947324 -2.185364 0.01 -0.02 0.08
N -2.440911 1.687622 0.324904 0.02 0.04 -0.02
C -3.096520 2.220244 1.376761 0.00 -0.03 -0.01
C -2.491756 1.775435 2.531133 -0.01 0.01 0.00
C -1.446071 0.953605 2.074566 0.00 0.05 0.03
N -1.421930 0.910149 0.748930 -0.09 0.03 0.01
H -4.929221 -1.810440 -3.313477 0.01 -0.01 0.00
H -2.353306 -2.479691 -2.577674 -0.01 0.00 0.00
H -5.157656 0.781538 -2.414752 -0.01 -0.01 -0.01
H -3.812786 2.535647 -1.224986 0.00 0.00 0.00
H -2.773359 4.150950 -2.773092 0.01 0.01 -0.02
H -0.451351 4.548946 -4.199514 0.01 0.00 0.00
H 1.133509 2.438798 -3.374499 0.00 0.02 0.00
H -3.945488 2.864897 1.218114 0.00 0.00 0.01
H -2.761014 1.998225 3.549586 0.01 0.00 0.00
H -0.734815 0.400529 2.674436 0.02 0.00 -0.02
F 0.634700 -1.802552 -6.294490 -0.01 0.00 0.01
C 0.092482 -1.590762 -5.087793 -0.02 0.01 0.02
F 0.041731 -0.276007 -4.875975 0.00 -0.02 -0.02
F -1.156339 -2.068408 -5.109924 0.03 0.00 -0.01
S 1.074141 -2.418217 -3.763678 0.01 0.06 -0.06
O 0.384822 -2.057121 -2.556901 -0.05 -0.17 0.03
O 1.110725 -3.795418 -4.155433 0.00 -0.01 0.00
N 2.488998 -1.768136 -3.971298 -0.04 0.05 0.00
S 2.980636 -0.446360 -3.264182 0.05 -0.17 0.00
O 2.154135 0.025673 -2.192675 0.01 0.29 -0.02
O 3.494426 0.492710 -4.218166 -0.01 0.02 0.03
C 4.481697 -1.091450 -2.414129 0.00 -0.01 -0.02
F 5.088920 -0.095562 -1.760645 0.00 0.01 0.01
F 4.164772 -2.040701 -1.536529 0.01 0.00 0.00
F 5.355969 -1.601256 -3.291980 0.00 0.00 0.02
N -2.496340 -1.159877 4.968748 0.04 -0.03 -0.04
N -1.519344 -2.181919 5.168619 0.03 0.00 0.04
C -0.165604 -1.737294 5.392816 -0.03 0.05 0.03
O 0.587326 -2.602554 5.893240 0.01 0.02 0.00
O 0.089917 -0.561864 5.045815 0.02 -0.02 0.02
H -1.995419 -0.289247 5.153999 0.01 -0.01 0.02
H -2.667720 -1.128433 3.968585 -0.04 0.02 0.00
H -1.794265 -2.798762 5.918089 -0.02 0.00 -0.02
N 1.526329 3.043189 0.022724 0.01 0.00 0.06
C 1.897717 2.220846 1.025161 -0.01 0.03 -0.03
N 2.482543 2.768674 2.098266 0.00 -0.01 -0.02
C 2.852006 1.879005 3.014372 0.01 0.00 0.02
N 3.494372 2.355047 4.131230 -0.03 -0.01 0.00
N 2.667178 0.562273 2.957606 0.02 0.03 -0.01
C 2.012153 0.149828 1.877296 -0.01 -0.02 0.00
N 1.645010 0.917049 0.861980 -0.02 -0.11 0.02
C 1.602208 -1.286762 1.851940 -0.07 0.00 -0.11
C 1.767343 -2.071308 2.984429 -0.08 0.17 -0.17
C 1.285128 -3.366613 2.951176 0.11 -0.13 0.34
C 0.698617 -3.846756 1.796896 -0.04 0.06 -0.13
C 0.574961 -2.985100 0.714658 0.01 0.14 0.02
N 0.996315 -1.723457 0.741205 0.10 -0.16 0.06
H 1.507837 4.025273 0.229054 -0.01 0.00 -0.03
H 0.888715 2.674000 -0.670893 0.00 0.01 -0.01
H 3.321797 3.329601 4.313877 0.01 0.00 0.00
H 3.407306 1.739384 4.924904 0.00 -0.01 0.00
H 2.172313 -1.648791 3.889836 0.02 0.01 0.00
H 1.342123 -3.942623 3.865344 -0.06 -0.11 -0.05
H 0.305111 -4.853059 1.736136 0.00 0.00 0.00
H 0.094939 -3.300809 -0.205691 0.03 -0.02 -0.01

# 4
82
Properties=species:S:1:pos:R:3:forces:R:3 method="wB97M-V/def2-TZVPD" homo_lumo_gap_ev=6.14 charge=+1 homo_ev=-11.172 energy_ha=-94137.96614
N -7.115759 1.576755 0.594010 5.28 2.52 -10.45
C -6.603039 1.881900 -0.580553 -3.32 -1.99 7.91
O -6.008964 2.342924 -1.877381 -0.45 -1.70 3.81
N -4.650204 2.375436 -1.665428 4.89 1.74 -1.88
C -3.896251 3.187347 -2.689177 4.10 -1.87 2.67
C -2.239325 3.310952 -2.493655 -2.55 -3.04 3.74
C -1.604470 2.500195 -1.174530 -4.01 0.80 -1.68
C -0.007848 2.532992 -0.803567 -0.49 0.18 0.30
C 0.714726 1.064863 -0.703762 1.08 -0.58 -1.03
C -0.142757 -0.178791 -1.340551 -1.11 1.03 0.45
Cl 0.908076 -1.714030 -1.572235 -1.02 1.86 0.12
C -2.765620 1.700795 -0.272504 -0.27 1.72 -2.73
N -4.222240 1.672167 -0.581689 5.34 1.55 -0.95
H -4.423771 3.765520 -3.585211 1.04 -2.64 2.00
H -1.556330 3.924951 -3.222113 -1.67 -1.24 1.45
H 0.560248 3.176348 -1.604697 -1.44 -1.17 1.53
H 0.127681 3.059238 0.256683 -0.55 -1.00 -2.35
H 1.713884 1.142926 -1.349496 -2.15 -0.15 1.49
H 1.050643 0.849572 0.396466 -0.88 0.24 -2.08
H -0.977162 -0.456760 -0.534031 2.05 0.95 -2.85
H -0.676535 0.105342 -2.352962 1.45 -0.65 1.89
H -2.367534 1.101377 0.669452 -1.40 1.27 -2.09
C 2.845943 -5.428011 -0.887614 -0.13 0.14 0.20
Br 1.734475 -6.873457 -1.565736 0.34 0.36 0.15
Br 4.315139 -6.093757 0.199687 -0.54 0.14 -0.06
Br 3.471532 -4.264901 -2.315874 -0.15 -0.29 0.33
H 2.214015 -4.818887 -0.232893 0.29 -0.26 -0.29
C 6.276111 -3.805676 2.849176 0.18 -0.14 -0.17
Br 7.681749 -2.469634 3.003117 -0.44 -0.37 -0.01
Br 6.510568 -5.253435 4.127065 -0.08 0.41 -0.34
Br 4.505090 -3.010528 2.973007 0.64 -0.14 0.00
H 6.360301 -4.244682 1.849571 -0.06 0.19 0.39
C -10.093884 2.324030 -2.499905 -0.53 -0.20 -0.26
Br -9.679461 1.282461 -4.089847 -0.03 0.35 0.45
Br -8.484918 2.972988 -1.620097 -2.46 1.05 -1.01
Br -11.340717 3.766809 -2.884491 0.47 -0.35 0.11
H -10.592883 1.649181 -1.796624 0.29 0.32 -0.25
C -0.289286 -1.276674 2.900245 0.00 -0.20 0.47
Br 1.452773 -2.131927 3.035530 -0.80 0.34 -0.14
Br -0.209248 0.607854 3.375768 0.02 -0.48 -0.36
Br -1.094950 -1.548193 1.150590 -0.09 -0.77 1.89
H -0.942290 -1.763673 3.631984 0.27 0.26 -0.26
C -7.033663 6.300230 -3.529301 -0.77 0.43 -0.14
Br -5.291605 5.444977 -3.394015 -1.49 1.89 0.02
Br -6.953625 8.184759 -3.053777 0.08 -0.59 -0.12
Br -7.839327 6.028711 -5.278955 0.34 0.03 0.54
H -7.686667 5.813231 -2.797561 0.36 0.12 -0.28
C -9.201590 10.114751 0.385861 -0.11 0.12 0.13
Br -10.313058 8.669305 -0.292261 0.32 0.32 0.13
Br -7.732393 9.449006 1.473162 -0.34 0.13 -0.33
Br -8.576001 11.277861 -1.042399 -0.12 -0.34 0.32
H -9.833517 10.723876 1.040582 0.29 -0.28 -0.31
C -0.297790 0.318731 7.434696 0.12 0.06 0.18
Br -0.005681 2.084179 6.671553 0.00 -0.40 0.18
Br -1.743131 -0.626598 6.539531 0.26 0.15 0.23
Br 1.338741 -0.732097 7.475138 -0.46 0.29 -0.11
H -0.608260 0.467096 8.474225 0.11 -0.04 -0.46
C 8.217578 -5.500666 -1.424072 0.00 0.03 -0.17
Br 6.714239 -6.361650 -2.309057 0.66 0.27 0.00
Br 8.218467 -3.576103 -1.706973 -0.09 -0.43 0.14
Br 8.301712 -5.954611 0.465628 -0.07 0.15 -0.35
H 9.128821 -5.892493 -1.887899 -0.57 0.26 0.34
C 9.667353 -9.526448 -2.531219 -0.01 -0.22 0.12
Br 8.393594 -9.554524 -1.061091 0.36 -0.05 -0.41
Br 8.919690 -10.300760 -4.151533 0.20 0.24 0.45
Br 10.374967 -7.741245 -2.841770 0.08 -0.61 -0.14
H 10.511481 -10.157917 -2.235042 -0.39 0.31 -0.17
C -0.778673 7.663479 -3.615174 0.06 0.32 -0.05
Br -2.721551 7.757035 -3.583567 0.66 -0.04 0.02
Br -0.045256 7.252071 -1.861086 -0.22 0.00 -0.43
Br -0.135454 6.431132 -4.975947 -0.21 0.19 0.38
H -0.414972 8.659555 -3.888262 -0.13 -0.46 0.12
C -1.449840 5.027370 9.875342 -0.02 0.12 0.19
Br -1.758359 6.084627 8.271738 0.11 -0.31 0.36
Br -2.010481 3.179246 9.642750 0.05 0.44 0.12
Br 0.394169 5.153597 10.481814 -0.49 -0.07 -0.23
H -2.076211 5.454547 10.665408 0.27 -0.22 -0.38
C 10.657438 -13.998484 -3.214864 -0.33 -0.04 -0.05
Br 11.753023 -12.600635 -2.420989 -0.11 -0.39 -0.16
Br 10.952964 -14.148767 -5.131647 -0.02 0.06 0.54
Br 10.893188 -15.704347 -2.310119 0.01 0.49 -0.25
H 9.612171 -13.703933 -3.074576 0.48 -0.10 -0.06